1.
77
Properties=species:S:1:pos:R:3:lowdin_charge:R:1 method="wB97M-V/def2-TZVPD" orbital_gap_ev=5.623 homo_ev=-1.088 lumo_energy_ev=4.535 charge=-2 molar_mass_g_mol=707.679 relative_energy_kcal_mol=9.2
Pd 1.53851 2.30069 0.87542 0.544
Ge -0.01115 -1.89816 -0.13238 0.991
O -3.22096 2.91127 -3.72535 -0.116
O 1.57533 4.45934 0.41870 -0.118
O 2.00445 -1.65528 1.14130 -0.124
O -1.15923 3.29100 0.56382 -0.106
O 3.98149 -0.61544 0.97022 -0.035
N 4.48475 2.57715 2.27730 -0.011
N 1.80169 1.17970 2.84729 -0.027
C -4.16616 -2.14602 -2.62586 -0.123
C -3.32112 -1.05328 -2.75561 -0.099
C -3.78945 -3.19937 -1.80307 -0.118
C -1.86559 0.98750 2.31689 -0.088
C 0.21118 3.53130 -1.38343 -0.128
C -1.69518 -2.07855 -1.25598 -0.236
C -2.12441 3.12141 -2.90236 -0.320
C 0.45920 -3.80031 0.12784 -0.237
C -0.85079 -1.01448 1.39400 -0.246
C 1.49157 3.73582 -0.63149 -0.585
C 2.62225 1.85068 3.85557 -0.276
C 0.22573 3.48751 -2.77376 -0.080
C 0.28458 -4.70296 -0.92134 -0.126
C -0.90453 3.29230 -3.55880 -0.075
C -1.04645 3.33834 -0.69172 -0.427
C 1.15286 -6.51288 0.40168 -0.127
C 1.33929 -5.62881 1.45662 -0.102
C 0.63223 -6.04304 -0.79522 -0.114
C -2.57480 -3.15715 -1.12943 -0.125
C 1.00774 -4.28734 1.31582 -0.106
C 4.11001 1.88602 3.50255 -0.308
C 1.17694 -0.95275 -1.38307 -0.228
C 2.35044 -0.23891 -0.73033 -0.178
C -1.22295 0.32313 1.27660 -0.105
C -2.20504 3.15581 -1.52899 0.020
C -1.79536 -1.03095 3.62264 -0.120
C 2.79412 3.56234 -1.41904 -0.077
C -2.10787 -1.02520 -2.07720 -0.096
C -1.15540 -1.68554 2.57852 -0.111
C 2.83711 -0.87573 0.57266 -0.700
C -4.44200 2.64176 -3.08773 -0.136
C -2.14911 0.30835 3.49430 -0.116
H -2.10331 2.03396 2.16963 0.087
H -5.11391 -2.17204 -3.15199 0.085
H -1.00739 0.89875 0.38099 0.085
H 0.49256 -6.71908 -1.63164 0.088
H 4.47782 0.86098 3.41628 0.101
H 2.04488 0.80512 -0.49465 0.060
H 2.10476 0.21731 2.69630 0.067
H 1.42111 -7.55796 0.50938 0.084
H -3.60545 -0.21270 -3.37871 0.087
H -2.31100 -3.98905 -0.48375 0.090
H 2.53299 1.37058 4.84352 0.097
H -4.37758 1.75779 -2.44463 0.075
H 2.95334 4.41868 -2.08553 0.070
H -0.85788 3.25741 -4.63938 0.086
H 2.24672 2.87377 3.95602 0.105
H 1.17233 3.61084 -3.28738 0.089
H -0.13705 -4.35528 -1.85876 0.095
H 1.76320 -5.98200 2.39000 0.091
H 0.59435 -0.26370 -1.99491 0.051
H -2.64397 0.82066 4.31228 0.085
H -0.88482 -2.72951 2.69644 0.083
H -4.77825 3.48569 -2.47549 0.086
H 0.83458 1.13377 3.14974 0.065
H 4.30235 1.94884 1.49918 0.032
H -2.01469 -1.56682 4.54038 0.084
H 3.61649 3.53429 -0.70395 0.060
H -1.48885 -0.14075 -2.18447 0.086
H 2.80880 2.65388 -2.02250 0.060
H -5.17098 2.46040 -3.87815 0.080
H -4.44643 -4.05420 -1.67999 0.086
H 3.20212 -0.13059 -1.40474 0.108
H 1.21331 -3.59458 2.12070 0.087
H 1.52363 -1.74597 -2.05605 0.071
H 3.87430 3.37662 2.12304 0.044
H -3.13681 3.00709 -1.00000 0.095
H 4.62477 2.34854 4.35521 0.089

=====

2.
75
Properties=species:S:1:pos:R:3:lowdin_charge:R:1 method="wB97M-V/def2-TZVPD" orbital_gap_ev=7.172 homo_ev=-7.585 lumo_energy_ev=-0.412 charge=0 molar_mass_g_mol=540.733 relative_energy_kcal_mol=730.8
S -0.10057 5.65937 0.59738 1.108
O 1.99102 -2.67224 1.14128 -0.024
O -0.82918 2.41951 -0.73025 0.043
N 2.47670 -3.03601 -2.51090 -0.112
N -1.75362 3.27820 1.17190 0.053
N 3.81145 -2.37493 -0.13484 0.028
N 0.15502 -2.25705 -3.89693 -0.166
C 1.43241 3.75258 0.17868 -0.098
C -3.14245 -0.65385 3.72004 -0.389
C -0.86404 3.16619 0.31189 -0.481
C -1.13122 5.62775 2.04066 -0.378
C 1.59717 -1.90542 -4.33132 -0.120
C 2.46326 -0.41688 0.42528 -0.174
C -1.76653 0.29264 1.62605 -0.079
C 3.68473 -3.79914 -2.08021 -0.160
C -1.20133 -2.66216 -5.80835 -0.219
C -2.61397 4.10797 3.30939 -0.052
C 1.66588 1.78713 1.23233 -0.051
C -1.41467 -0.99059 2.25937 0.003
C 0.11576 -2.37490 -2.58721 -0.189
C -2.10356 6.31954 4.05166 -0.077
C 1.85766 2.44325 0.24221 -0.406
C 1.73526 0.23745 1.48198 0.121
C -2.56875 1.21437 1.95661 -0.225
C -3.56545 0.63145 3.01009 0.126
C 3.68785 -3.69809 -0.47525 -0.223
C -1.36597 6.38626 2.91272 -0.247
C 0.19076 4.16823 0.20898 -0.585
C -2.41599 5.06852 4.49662 0.035
C 1.10111 -3.73424 -1.95888 0.041
C -1.92314 4.16983 2.33804 -0.083
C 2.94618 0.30534 -0.69716 0.007
C 2.27738 1.66533 -0.93231 0.072
C -4.06407 -0.85179 4.80357 -0.095
C -2.20910 -1.33152 3.34669 -0.155
C 2.60361 -1.83375 0.33093 -0.367
C 2.38928 -2.97208 -4.01990 -0.204
C -0.64486 -3.14624 -4.81768 -0.354
C -2.83684 2.41909 1.17708 -0.137
H 1.09449 -3.79400 -1.03278 -0.012
H -3.57413 -0.71938 5.90723 0.129
H -3.16046 4.81325 5.17795 0.081
H 4.56737 -3.62530 -2.60214 0.070
H 0.27505 -1.55963 -2.03658 0.051
H 2.32823 -3.83075 -4.37350 0.050
H 3.23943 -4.28453 -0.00518 -0.029
H -4.31468 1.39253 3.23609 0.092
H -4.22277 -2.01202 4.86728 0.117
H -0.89655 -2.88797 -1.99280 0.166
H -1.85470 -2.28715 4.09355 0.198
H 1.05883 -4.58362 -2.46083 0.050
H 0.08832 -3.96735 -4.98859 0.122
H 1.14181 2.19434 2.19788 0.166
H -4.81038 -0.22265 5.15710 0.039
H -2.95234 2.06797 0.18473 0.130
H -0.61575 -2.26418 -6.46027 0.019
H -1.86463 -3.37736 -6.41079 0.138
H 3.42533 -2.59940 -4.09348 0.139
H 3.65241 -5.04270 -1.91016 0.158
H 4.36955 -1.62081 -0.81216 0.211
H -3.87993 2.81532 1.50019 0.177
H -1.67128 -3.86014 -3.99368 0.222
H 3.30157 -0.01350 -1.65853 0.079
H -2.10279 7.22876 4.64311 0.115
H -1.94146 -1.73889 -5.53606 0.168
H 1.25394 -1.79935 -5.48709 0.175
H -0.45731 -1.51344 2.05219 0.098
H -2.88681 3.25829 3.68360 0.060
H 4.83381 -4.14067 -0.11265 0.184
H 1.72586 -0.30956 2.27914 0.044
H 1.63185 -0.99190 -3.93194 0.083
H 2.87629 2.40395 -1.77527 0.171
H -0.89868 7.47875 2.55631 0.184
H 2.46149 4.45338 -0.00845 0.203
H -0.88816 0.53057 0.75638 0.166

=====

3.
80
Properties=species:S:1:pos:R:3:lowdin_charge:R:1 method="wB97M-V/def2-TZVPD" orbital_gap_ev="8.285 / 6.167" homo_ev="-10.512 / -10.432" multiplicity=6 lumo_energy_ev="-2.227 / -4.265" charge=+1 molar_mass_g_mol=825.966 relative_energy_kcal_mol=3.4
Ru 0.46811 -0.89648 0.72794 1.017
Se -1.12959 -2.89910 0.40503 0.663
S 0.06271 1.44655 1.27738 0.296
S -3.06271 1.35600 -0.24654 0.298
S 1.70017 -0.15741 -3.89710 1.075
P -1.65407 2.46661 0.57585 0.195
Si 3.49006 -2.90647 0.47215 0.347
N -1.60853 -3.43209 -2.41470 -0.060
N 1.38653 -0.75641 2.89138 0.000
N 2.32380 -1.84695 1.15885 -0.176
N -2.28466 -1.45296 -1.79815 0.122
N 0.92181 -0.28399 -1.48858 -0.132
C -3.40642 -1.26278 -5.38679 -0.052
C -3.29241 4.10952 4.50202 -0.093
C -1.05497 3.82783 -0.40332 -0.420
C -3.24525 -0.78589 -4.07821 -0.002
C -0.51322 6.05045 -1.90778 -0.058
C 3.69990 -1.36823 3.15326 -0.043
C 0.25041 5.75451 -0.79616 -0.071
C -2.62928 -1.58491 -3.15312 -0.168
C 1.84984 -0.71658 -2.29071 -0.453
C 4.94399 -2.00219 -0.25782 -0.150
C 3.62427 -0.87751 4.44089 -0.043
C -3.20638 2.78909 4.29552 -0.075
C 0.05650 4.61252 -0.05249 -0.084
C 2.45624 -0.37204 4.98946 -0.026
C 2.53372 -1.36505 2.42504 -0.442
C 3.96867 -4.24197 1.65915 -0.163
C 0.08576 0.44257 4.59153 -0.041
C -3.00957 -2.56008 -5.72053 -0.069
C -2.76320 5.05006 3.62914 -0.039
C 0.33919 0.78269 -3.45777 -0.356
C 1.34923 -0.26003 4.13931 -0.315
C -2.17108 -2.84708 -3.53536 -0.160
C -1.48548 5.16380 -2.35105 -0.059
C -2.15472 3.21818 2.18973 -0.378
C -2.57517 2.29644 3.14979 -0.126
C 2.64858 -3.90556 -0.88666 -0.184
C 0.12757 0.62632 -2.11416 -0.287
C -1.77744 4.08984 -1.54796 -0.130
C -2.35939 -3.36345 -4.81246 0.001
C -1.70233 -2.57316 -1.35408 -0.667
C -1.20142 -4.82064 -2.36084 -0.013
C -2.24411 4.56090 2.44230 -0.078
H -0.33392 6.91917 -2.48842 0.101
H -2.42625 -0.62595 -1.25507 -0.020
H -3.76935 -0.58160 -6.14172 0.110
H -0.56931 1.20527 -1.54456 0.019
H 4.62152 -1.35579 -1.11770 0.036
H -3.10430 -2.93502 -6.71700 0.107
H 4.84230 -4.74739 1.23319 0.045
H -2.06059 5.34178 -3.25970 0.116
H 2.66077 -1.36166 -2.00842 0.035
H -2.45804 1.26296 2.96347 0.074
H -0.00533 1.58688 -4.10562 0.085
H 4.58272 -1.80051 2.76356 0.084
H 2.64922 -3.52817 -1.89022 0.001
H -3.75086 4.51467 5.37174 0.104
H -1.73597 -5.39432 -3.09735 0.083
H 5.75667 -2.59086 -0.64249 0.037
H -2.79997 6.08571 3.88385 0.107
H 2.47624 -0.00794 6.01823 0.118
H -3.46186 2.01299 5.03886 0.125
H -1.96402 5.24918 1.72483 0.082
H -2.03453 -4.40972 -5.01980 0.129
H 4.22099 -3.94152 2.67802 0.025
H -2.58399 3.45801 -1.78767 0.042
H -0.72911 -0.23126 4.50443 0.068
H 1.07063 6.34849 -0.42584 0.111
H -0.12318 -4.94192 -2.55570 0.107
H 3.12403 -4.97032 1.71151 0.056
H 5.27260 -1.29222 0.44097 0.004
H -0.12456 1.32492 3.94743 0.032
H -1.53008 -5.21792 -1.38316 0.090
H 0.23412 0.71793 5.66105 0.095
H 3.13488 -4.90393 -0.93583 0.047
H 0.57454 4.39909 0.86339 0.098
H -3.51959 0.25072 -3.80339 0.130
H 1.60969 -4.08675 -0.50409 0.005
H 4.49822 -0.85781 5.07585 0.116

=====

> Which value of charge does entry 2 give?

0